No. 1
The following is a quantum chemistry calculation of a structure of composition C15H17B2Br6NO19 in a non-equilibrium geometry, from OMol25.

Geometry (Å):
N (0.4189, 0.9452, 0.2501)
H (0.1909, 1.3431, 1.1603)
H (0.8484, 0.0269, 0.2301)
H (1.1469, 1.5427, -0.1748)
H (-0.3842, 1.0909, -0.4026)
O (-6.1982, -0.8986, 5.4536)
C (-5.4838, -0.4883, 4.5828)
O (-4.8920, 0.6943, 4.5437)
B (-4.3085, 0.8495, 3.2042)
O (-4.2804, -0.5049, 2.5989)
C (-5.0581, -1.3014, 3.3453)
O (-5.2811, -2.4599, 3.1655)
O (-5.0446, 1.7323, 2.2551)
C (-4.2005, 2.5998, 1.6754)
O (-4.4166, 3.3376, 0.7715)
C (-2.8210, 2.3360, 2.3374)
O (-2.9619, 1.4399, 3.2816)
O (-1.8068, 2.8955, 2.0142)
O (-0.0598, 3.5089, -6.5674)
C (0.7160, 3.5999, -5.6576)
O (0.6023, 3.0243, -4.4871)
B (1.8036, 3.3289, -3.6576)
O (2.5296, 4.3587, -4.3916)
C (2.0791, 4.3399, -5.6637)
O (2.5853, 4.9361, -6.5667)
O (2.6771, 2.1596, -3.3686)
C (2.7619, 1.9765, -2.0671)
O (3.4738, 1.1806, -1.5042)
C (1.9754, 3.0769, -1.3809)
O (1.4085, 3.7913, -2.3190)
O (1.7544, 3.1002, -0.1991)
O (0.0372, 0.6171, -1.8673)
C (-1.1245, 1.2170, -1.4503)
O (-2.0137, 1.3664, -2.3293)
O (-1.1550, 1.6256, -0.2750)
H (-0.1731, 0.2162, -2.7346)
Br (1.4104, -1.9961, -1.7444)
C (2.5566, -1.9282, -3.3367)
C (1.7462, -2.0597, -4.5669)
Br (0.8041, -0.3196, -4.6707)
H (3.1998, -2.8183, -3.3332)
H (3.3020, -1.1421, -3.2484)
H (1.0752, -2.9167, -4.5509)
H (2.3386, -2.2512, -5.4626)
Br (-0.5672, -1.9974, 1.2139)
C (-1.3694, -3.7322, 1.0296)
C (-1.4082, -4.3253, 2.4417)
Br (-1.7363, -6.2512, 2.0937)
H (-0.6549, -4.3137, 0.4572)
H (-2.3892, -3.7485, 0.6601)
H (-2.3027, -4.0249, 2.9792)
H (-0.5030, -4.3059, 3.0351)
Br (2.3212, -0.7850, 2.4304)
C (3.8084, -1.3372, 3.6410)
C (3.4588, -2.4146, 4.6620)
Br (4.9960, -2.6317, 5.9144)
H (4.0499, -0.4277, 4.1844)
H (4.6098, -1.5388, 2.9370)
H (3.2850, -3.4051, 4.2628)
H (2.6236, -1.9337, 5.1660)

Output
Kohn-Sham gap	6.5	eV
HOMO	-3.46	eV
F_max	16.42	eV/A
relative energy (zero: lowest compared OMol25 entry of this formula, charge and spin)	187.5	kcal per mole
LUMO level	0.1117	hartree
charge	-2
DFT total energy	-17560.27667	a.u.

No. 2
The following is a quantum chemistry calculation of a cluster of 4 separate species, C15H17BF3NO13S in total, from OMol25.

Geometry (Å):
O (-1.2503, -3.8218, 0.8728)
C (-1.0956, -3.3724, -0.2170)
O (-1.9272, -2.3872, -0.7041)
C (-1.6739, -2.3298, -2.1065)
N (-2.2720, -1.1952, -2.7838)
C (-2.8794, -1.3699, -3.8114)
S (-3.6564, -1.5819, -5.1355)
C (-0.1723, -2.4712, -2.1748)
C (-0.0833, -3.7221, -1.2934)
C (1.2744, -4.2440, -0.8776)
B (1.9954, -4.8525, -2.1543)
O (3.1627, -4.3192, -2.6737)
O (1.4255, -5.9582, -2.7502)
H (-2.1387, -3.2370, -2.5078)
H (0.2180, -1.6380, -1.5874)
H (0.2588, -2.5266, -3.1685)
H (-0.5964, -4.4979, -1.8785)
H (1.9171, -3.4553, -0.4913)
H (1.1531, -5.0534, -0.1582)
H (3.0198, -3.5176, -3.1871)
H (1.3119, -5.8418, -3.6994)
O (-4.8851, -1.4281, 5.9746)
C (-4.0716, -1.6815, 5.1548)
O (-4.3355, -1.9666, 3.8578)
C (-3.0891, -2.0716, 3.1573)
C (-2.1276, -2.3907, 4.2784)
F (-0.8953, -1.8679, 4.0667)
O (-2.7268, -1.7378, 5.3841)
H (-2.8504, -1.1138, 2.6931)
H (-3.1309, -2.8420, 2.3938)
H (-2.0258, -3.4538, 4.5000)
O (3.1044, -0.3294, -0.8829)
C (2.5174, 0.6408, -0.5385)
O (2.5170, 1.1356, 0.7172)
C (1.8124, 2.3864, 0.7058)
C (0.9450, 2.2404, -0.5245)
F (0.7393, 3.4241, -1.1439)
O (1.7364, 1.4040, -1.3550)
H (2.5230, 3.2062, 0.5985)
H (1.2404, 2.5228, 1.6181)
H (-0.0192, 1.7628, -0.3445)
O (0.0236, 5.3446, 1.2117)
C (0.6844, 6.2113, 0.7517)
O (2.0395, 6.2156, 0.7183)
C (2.4637, 7.3582, -0.0345)
C (1.2621, 8.2724, 0.0837)
F (1.0879, 9.0344, -1.0203)
O (0.1929, 7.3495, 0.1920)
H (2.6363, 7.0692, -1.0717)
H (3.3734, 7.7786, 0.3839)
H (1.2670, 8.9193, 0.9622)

Output
Kohn-Sham gap	10.0	eV
HOMO	-10.05	eV
F_max	0.84	eV/A
LUMO level	-0.0006	hartree
DFT total energy	-2337.43257	a.u.

No. 3
The following is a quantum chemistry calculation of a structure of composition C15H17BN9Pd, from OMol25.

Geometry (Å):
Pd (0.2357, -0.1895, -1.0934)
C (-2.4178, -3.2665, 0.9339)
C (-1.6392, -2.8957, -0.2313)
N (-1.1627, -1.7076, -0.0703)
N (-1.5957, -1.2075, 1.2052)
C (-2.3090, -2.1093, 1.8029)
B (-0.9192, 0.2343, 1.4919)
N (-1.0252, 0.8775, 0.0630)
C (-1.8120, 1.8110, -0.3517)
C (-2.0872, 2.1565, -1.7230)
C (-1.6477, 1.3429, -2.8366)
N (-0.8535, 0.3909, -2.6179)
N (0.5515, -0.0181, 1.7069)
C (1.3624, -0.1602, 2.7847)
C (2.6009, -0.5732, 2.3570)
C (2.5036, -0.6903, 0.9717)
N (1.2678, -0.3558, 0.5968)
N (-1.5188, 1.0976, 2.6176)
C (-2.4142, 0.9898, 3.5569)
C (-2.3941, 2.2212, 4.3242)
C (-1.3638, 3.0002, 3.6927)
N (-0.8476, 2.3786, 2.6808)
H (-2.9569, -4.1892, 1.1164)
H (-1.4471, -3.4877, -1.1182)
H (-2.7262, -1.9969, 2.7941)
H (-2.3475, 2.3872, 0.4021)
H (-2.7261, 3.0061, -1.9346)
H (-2.0109, 1.5369, -3.8532)
H (1.0218, 0.0591, 3.7854)
H (3.4756, -0.7511, 2.9620)
H (3.2532, -0.9789, 0.2522)
H (-3.0523, 0.1329, 3.7182)
H (-3.0400, 2.4881, 5.1518)
H (-1.0238, 3.9915, 3.9664)
C (3.5561, -0.2882, -5.3323)
C (3.8000, -0.9379, -3.9504)
C (2.6981, -0.7439, -3.0291)
N (1.8191, -0.5902, -2.3001)
H (4.5189, -0.2021, -5.8277)
H (3.1332, 0.7098, -5.2436)
H (2.9038, -0.9117, -5.9367)
H (4.6916, -0.5402, -3.4553)
H (3.9452, -2.0205, -4.0297)

Output
Kohn-Sham gap (alpha / beta)	7.7 / 5.4	eV
multiplicity	6
HOMO (alpha / beta)	-21.99 / -21.97	eV
F_max	0.63	eV/A
LUMO level (alpha / beta)	-0.5234 / -0.6097	hartree
charge	+4
DFT total energy	-1225.55359	a.u.

No. 4
The following is a quantum chemistry calculation of a cluster of 2 separate species, C15H17Cl2IN4O in total in a non-equilibrium geometry, from OMol25.

Geometry (Å):
C (1.4576, 2.2872, 0.9686)
N (0.1843, 2.5827, 0.3126)
C (0.3162, 3.3441, -0.9417)
C (-0.7858, 3.0773, 1.1847)
O (-0.5492, 3.5653, 2.2810)
C (-2.2325, 2.9722, 0.7302)
C (-2.9853, 1.7349, 1.2519)
C (-4.2704, 1.7151, 0.5184)
N (-5.2264, 1.6713, -0.1137)
C (-2.3171, 0.3351, 1.0977)
I (-0.8573, -0.0102, 2.6467)
C (-1.6828, 0.1628, -0.2106)
N (-1.1469, 0.0597, -1.2209)
C (-3.3916, -0.8128, 1.2579)
N (-3.9206, -1.2423, -0.0398)
H (1.3163, 2.1187, 2.0303)
H (1.8473, 1.3563, 0.5472)
H (2.2079, 3.0607, 0.7933)
H (0.3761, 2.6554, -1.7849)
H (-0.5699, 3.9597, -1.0877)
H (1.2001, 3.9782, -0.8988)
H (-2.7194, 3.8435, 1.1702)
H (-2.3654, 3.0582, -0.3480)
H (-3.2307, 1.8854, 2.3043)
H (-4.1779, -0.4920, 1.9377)
H (-2.8905, -1.6478, 1.7481)
H (-4.8900, -1.5109, 0.0781)
H (-3.4207, -2.0751, -0.3259)
Cl (1.7360, -1.9634, 0.4209)
C (2.8737, -2.8114, -0.5734)
C (2.9053, -4.1966, -0.4809)
C (3.7874, -4.9311, -1.2538)
C (4.6470, -4.2813, -2.1282)
C (4.6207, -2.9008, -2.2207)
C (3.7372, -2.1627, -1.4450)
Cl (3.7560, -0.4430, -1.5977)
H (2.2326, -4.6977, 0.2007)
H (3.8030, -6.0095, -1.1736)
H (5.3376, -4.8480, -2.7374)
H (5.2884, -2.3874, -2.8979)

Output
Kohn-Sham gap	9.0	eV
HOMO	-9.32	eV
F_max	1.19	eV/A
relative energy (zero: lowest compared OMol25 entry of this formula, charge and spin)	30.8	kcal per mole
LUMO level	-0.0098	hartree
DFT total energy	-2094.09078	a.u.

No. 5
The following is a quantum chemistry calculation of the molecule C15H17ClFNO4 in a non-equilibrium geometry, from OMol25.

Geometry (Å):
C (2.5328, -3.4084, -0.2354)
C (3.1875, -2.4517, 0.7867)
O (3.6603, -1.2501, 0.1666)
C (2.8375, -0.1744, 0.5630)
C (3.2412, 1.1296, -0.1321)
O (2.6821, 2.2932, 0.4957)
C (1.3140, 2.2991, 0.3246)
C (0.7987, 2.7552, -0.8637)
C (-0.5654, 2.7527, -1.1105)
Cl (-1.2430, 3.3018, -2.6097)
C (-1.3772, 2.2742, -0.1239)
C (-0.8441, 1.8457, 1.1058)
C (0.4957, 1.8509, 1.3563)
C (-2.0596, 1.4004, 1.9434)
O (-2.2478, 1.4644, 3.1244)
N (-2.9682, 0.9588, 0.9098)
C (-2.6694, -0.3466, 0.3397)
C (-3.5378, -0.6709, -0.8851)
C (-3.0188, -2.0053, -1.4944)
F (-4.8597, -0.8014, -0.5345)
C (-2.8984, 2.0716, -0.0186)
O (-3.8049, 2.6904, -0.4955)
H (1.4792, -3.1196, -0.3183)
H (2.5889, -4.4253, 0.1647)
H (3.0245, -3.3228, -1.2069)
H (3.9926, -2.9445, 1.3442)
H (2.4111, -2.1885, 1.5172)
H (2.8475, 0.0095, 1.6501)
H (1.8011, -0.4093, 0.2589)
H (4.3345, 1.1978, -0.0681)
H (3.0088, 1.1177, -1.2053)
H (1.4489, 3.1162, -1.6566)
H (0.8805, 1.4951, 2.3061)
H (-1.6229, -0.4541, 0.0017)
H (-2.8473, -1.1528, 1.0638)
H (-3.3916, 0.0846, -1.6688)
H (-2.0560, -2.2458, -1.0241)
H (-3.7003, -2.8083, -1.2017)
H (-2.8547, -1.9290, -2.5692)

Output
Kohn-Sham gap	9.6	eV
HOMO	-9.83	eV
F_max	2.43	eV/A
relative energy (zero: lowest compared OMol25 entry of this formula, charge and spin)	58.8	kcal per mole
LUMO level	-0.0102	hartree
DFT total energy	-1497.48775	a.u.

No. 6
The following is a quantum chemistry calculation of a structure of composition C15H17F2N3OS2 in a non-equilibrium geometry, from OMol25.

Geometry (Å):
C (-7.0385, 0.0992, 1.1695)
H (-7.0360, 1.0968, 0.6835)
H (-6.7591, 0.2555, 2.1301)
H (-7.9661, -0.4667, 0.8894)
C (-5.9075, -0.8054, 0.2378)
C (-4.7079, -0.0097, 0.7507)
N (-4.0404, 0.4593, -0.0501)
N (-2.8866, 1.3296, -0.1496)
C (-1.7570, 0.9082, 0.1012)
N (-0.5725, 1.6771, 0.2270)
C (0.5739, 1.4025, 0.4355)
O (1.5320, 1.9569, 0.4236)
C (0.6110, -0.4990, 0.3072)
H (1.1039, -0.6151, 1.3514)
C (1.2625, -0.8942, -0.9670)
C (2.6709, -0.5978, -0.7017)
C (3.6400, -1.4759, 0.0166)
C (4.9199, -1.0878, 0.0877)
C (5.5528, 0.1372, -0.7958)
C (4.5732, 0.8352, -1.4103)
C (3.2103, 0.4782, -1.6686)
H (2.4833, 1.1701, -2.0433)
H (4.9974, 1.7248, -2.0433)
S (7.1191, 0.5042, -0.5689)
C (7.6318, 0.4237, 0.7702)
F (7.8580, -1.0188, 1.3571)
F (6.7216, 0.5908, 1.8314)
H (8.6322, 0.9238, 1.1375)
H (5.5286, -1.6790, 0.7249)
H (3.2536, -2.1764, 0.6193)
H (1.1284, -1.8485, -0.9054)
H (0.7649, -0.4740, -1.8497)
S (-1.1359, -0.7585, 0.4925)
H (-0.7753, 2.5937, 0.1424)
H (-4.4115, 0.0842, 1.7608)
C (-6.1293, -0.5320, -1.0738)
H (-6.2112, 0.2640, -1.7204)
H (-7.0961, -1.2524, -1.0432)
H (-5.3655, -1.2160, -1.5697)
H (-5.9727, -1.5078, 0.9137)

Output
Kohn-Sham gap	8.4	eV
HOMO	-8.52	eV
F_max	19.63	eV/A
LUMO level	-0.0035	hartree
DFT total energy	-1816.85976	a.u.